Entry 1:
A structure of composition H80O40, computed with ωB97M-V/def2-TZVPD.

Summary:
Multiplicity: 2
E_LUMO (spin up / spin down), eV: 1.54 / 1.52
Molar mass, g mol⁻¹: 720.60
Energy, Eh: -3057.21770
Kohn-Sham gap (spin up / spin down), eV: 2.21 / 8.44
Energy above the lowest of the compared OMol25 structures with the same formula, charge and spin, kcal/mol: 210.1
Total charge: -1
HOMO level (spin up / spin down), eV: -0.671 / -6.917

```
120
H80O40 (ωB97M-V/def2-TZVPD)
H 0.225 2.309 -0.515
H 0.421 3.847 -1.236
O 0.204 3.265 -0.492
H -1.266 -1.816 4.565
H -2.170 -0.604 4.128
O -1.975 -1.547 3.977
H -1.216 4.944 -0.429
H -2.096 6.174 -0.702
O -1.281 5.716 -0.987
H 2.824 -2.223 2.408
H 1.998 -1.001 2.653
O 2.878 -1.264 2.397
H -3.672 -1.795 -3.982
H -2.632 -1.246 -5.048
O -2.977 -1.986 -4.610
H 0.810 -1.484 3.739
O 0.844 -2.435 3.672
H 3.246 0.765 -0.424
O 3.587 -0.158 -0.442
H -0.125 -1.363 -1.234
H 0.324 -1.784 -2.669
O -0.380 -1.363 -2.157
H -0.373 1.667 5.007
H -0.006 2.609 6.149
O -0.603 2.540 5.396
H 3.961 0.204 2.925
H 5.337 0.918 3.069
O 4.506 0.740 3.512
H -2.868 1.407 4.918
H -4.320 0.831 5.039
O -3.414 0.619 4.816
H -1.948 5.669 1.630
O -2.584 6.201 1.128
H -0.183 1.240 -6.198
H 1.070 1.181 -7.215
O 0.626 0.804 -6.468
H 0.705 3.915 3.152
H 0.151 4.001 4.505
O -0.042 4.316 3.614
H -2.630 1.170 -0.689
H -1.178 0.404 -0.699
O -1.914 0.778 -0.205
H 1.466 -3.939 0.830
H 0.698 -2.598 0.267
O 0.997 -3.496 0.116
H -2.032 -1.564 0.670
H -2.691 -2.100 1.829
O -2.669 -2.289 0.884
H -0.551 -2.326 -1.891
H -1.548 -3.367 -2.701
O -1.183 -3.042 -1.883
H -0.883 -0.747 -7.068
O -1.350 -0.680 -6.228
H -0.857 -1.376 2.848
H -0.593 -0.331 1.823
O -0.684 -1.289 1.915
H -4.450 0.592 2.169
O -4.519 -0.353 2.003
H 1.315 4.615 1.357
H 1.785 6.001 2.012
O 2.057 5.187 1.581
H 2.068 0.784 -5.183
H 3.226 1.747 -5.274
O 2.996 0.827 -5.384
H 2.857 -2.391 -4.051
H 2.779 -2.100 -2.459
O 2.937 -2.727 -3.156
H -0.886 1.660 2.746
H 0.493 0.958 2.737
O -0.342 1.059 3.278
H 1.363 5.155 -2.926
H 1.188 5.990 -1.774
O 1.561 5.112 -1.974
H 4.999 4.906 1.237
H 3.833 5.299 0.454
O 4.797 5.286 0.372
H 0.644 -5.525 0.151
H -0.560 -5.004 -0.457
O -0.228 -5.868 -0.161
H 0.293 -0.495 -4.681
H 0.131 -2.003 -4.635
O 0.794 -1.305 -4.632
H -5.525 -0.052 -1.737
H -4.734 -0.637 -0.562
O -5.011 0.191 -0.965
H 1.389 1.881 1.327
H 2.020 0.396 0.985
O 1.234 0.929 1.209
H -2.845 -3.998 -6.529
O -2.747 -4.562 -5.763
H 2.154 -4.537 2.692
H 3.348 -3.987 1.724
O 2.886 -4.731 2.103
H -1.939 -1.524 -6.196
H 0.493 -3.009 4.320
H -3.689 -0.724 2.316
H 4.427 -0.168 0.021
H -3.389 5.820 1.509
H -3.098 -4.096 -4.992
O 4.396 -4.266 -1.632
H 3.548 -4.222 -1.184
H 4.090 -3.927 -2.506
O 2.776 2.353 -0.698
H 3.534 2.924 -0.538
H 1.954 2.788 -0.909
O -2.226 -4.736 2.395
H -3.165 -4.916 2.290
H -1.848 -5.123 1.597
O 4.486 -2.554 0.689
H 5.439 -2.435 0.781
H 4.513 -3.329 0.090
O -3.485 2.345 2.741
H -2.750 2.798 2.282
H -3.810 1.612 2.314
O -3.176 -1.691 -1.374
H -2.899 -2.517 -1.792
H -2.862 -1.932 -0.471
O -1.565 3.135 1.395
H -1.034 3.842 0.917
H -1.129 2.306 1.096
```

Entry 2:
A cluster of 40 separate species, H80O40 in total, computed with ωB97M-V/def2-TZVPD.

Summary:
E_LUMO, eV: -0.40
Molar mass, g mol⁻¹: 720.60
Energy, Eh: -3057.37716
Kohn-Sham gap, eV: 9.29
Energy above the lowest of the compared OMol25 structures with the same formula, charge and spin, kcal/mol: 238.6
HOMO level, eV: -9.687

```
120
H80O40 (ωB97M-V/def2-TZVPD)
H 5.656 0.973 -2.413
H 6.013 -0.463 -2.519
O 6.214 0.324 -1.993
H -4.808 1.060 -0.575
H -6.336 0.417 -0.409
O -5.516 0.518 -0.926
H 1.126 1.514 -5.543
H -0.017 2.742 -5.681
O 0.820 2.321 -5.917
H 3.246 -0.989 0.030
H 3.596 -0.167 1.229
O 2.893 -0.783 0.915
H 1.669 4.356 3.012
H 0.806 5.505 2.317
O 1.728 5.225 2.609
H -3.351 2.353 -3.297
O -2.605 2.930 -3.356
H -0.343 1.354 4.166
O -0.937 1.599 4.886
H 3.877 1.437 -1.239
H 2.605 0.985 -0.645
O 3.346 0.642 -1.165
H 1.641 -1.483 -0.593
H 0.067 -1.748 -0.398
O 0.776 -1.105 -0.403
H 0.893 -1.043 3.126
H -0.566 -1.377 3.737
O 0.120 -1.573 2.983
H -3.887 1.458 4.018
H -4.513 0.168 4.711
O -3.734 0.522 4.265
H -4.702 -4.481 -0.478
O -3.952 -3.976 -0.886
H -1.304 1.044 -6.308
H -0.995 1.201 -4.706
O -1.486 1.459 -5.477
H -4.264 -2.199 3.651
H -5.461 -2.871 2.924
O -5.211 -2.165 3.508
H 2.461 1.892 3.570
H 1.800 0.689 2.695
O 1.706 1.572 3.096
H 2.063 -2.624 -2.997
H 2.092 -3.933 -2.164
O 1.493 -3.360 -2.761
H -0.387 3.158 2.719
H 0.369 3.371 1.502
O -0.504 3.621 1.870
H -1.673 0.374 -0.973
H -1.896 1.606 -2.019
O -2.285 0.885 -1.502
H 1.502 3.605 -5.371
O 2.027 4.400 -5.071
H -0.915 -4.387 0.642
H -1.835 -3.243 0.687
O -1.877 -4.178 0.821
H 0.034 0.642 0.950
O -0.370 0.670 1.832
H -1.904 -1.796 -2.522
H -1.976 -2.899 -3.517
O -1.396 -2.200 -3.238
H 1.011 -1.689 6.286
H 1.327 -2.343 4.915
O 1.118 -1.508 5.352
H 4.305 1.239 4.366
H 4.749 -0.043 3.558
O 4.860 0.471 4.363
H 2.399 3.124 5.000
H 2.665 4.624 4.503
O 2.746 3.699 4.321
H 0.534 -0.383 -2.647
H -0.103 -0.808 -4.021
O 0.457 -0.111 -3.581
H 1.068 5.809 -3.105
H 0.673 4.564 -2.167
O 1.340 4.973 -2.699
H -4.550 -2.764 -4.240
H -4.896 -3.388 -3.020
O -4.268 -3.528 -3.736
H 4.566 -1.220 -1.948
H 3.929 -0.321 -3.109
O 3.914 -1.137 -2.619
H -2.430 2.399 1.372
H -3.101 3.565 0.722
O -3.268 2.676 1.002
H 2.160 -3.192 0.730
H 2.606 -4.526 0.587
O 2.265 -3.828 -0.051
H -2.202 -2.892 2.900
O -2.959 -3.472 3.049
H -5.221 -0.351 -2.814
H -4.412 0.787 -3.250
O -4.873 0.043 -3.636
H 2.365 4.124 -4.226
H -2.111 2.949 -4.163
H -0.126 -0.258 2.097
H -0.845 2.546 4.801
H -3.497 -3.856 -0.026
H -2.446 -4.310 2.813
O -1.768 -0.868 5.006
H -1.644 0.114 5.234
H -2.437 -0.886 5.708
O -2.029 -1.094 -0.117
H -2.263 -0.334 0.417
H -2.926 -1.109 -0.514
O 2.343 -3.113 2.524
H 1.539 -3.428 2.951
H 1.928 -2.263 2.086
O -0.951 -5.592 -1.566
H -1.656 -4.920 -1.565
H -0.196 -5.083 -1.852
O 3.255 1.536 -4.127
H 2.696 0.947 -4.626
H 3.914 1.884 -4.718
O 5.403 1.305 2.270
H 6.062 0.836 1.781
H 5.713 2.023 2.819
O 0.641 1.795 -1.319
H -0.108 1.131 -1.335
H 1.098 1.905 -2.141
```

Entry 3:
A cluster of 40 separate species, H80O40 in total, computed with ωB97M-V/def2-TZVPD.

Summary:
E_LUMO, eV: -0.63
Molar mass, g mol⁻¹: 720.60
Energy, Eh: -3057.16636
Kohn-Sham gap, eV: 9.25
Energy above the lowest of the compared OMol25 structures with the same formula, charge and spin, kcal/mol: 370.8
HOMO level, eV: -9.876

```
120
H80O40 (ωB97M-V/def2-TZVPD)
H 5.487 1.478 0.554
H 5.983 0.156 1.113
O 6.163 1.133 1.185
H -6.351 -1.829 -0.685
H -4.753 -2.034 -0.493
O -5.620 -2.284 -0.667
H 3.862 -4.083 0.469
H 3.238 -3.050 1.307
O 2.984 -3.879 0.895
H -1.491 -3.486 1.446
H -2.312 -4.170 0.345
O -2.465 -3.491 0.976
H -4.379 3.301 0.287
H -5.158 3.230 1.599
O -4.377 3.643 1.195
H -4.750 -0.955 3.754
O -4.650 -0.841 2.755
H -5.683 1.574 -3.494
O -4.759 1.391 -3.829
H -1.922 2.189 2.799
H -3.415 1.982 2.735
O -2.609 1.894 2.147
H -1.903 3.482 -3.524
H -1.642 3.572 -5.048
O -2.311 3.543 -4.351
H 5.052 -1.377 1.000
H 4.880 -0.762 -0.317
O 5.257 -1.519 0.198
H -5.116 -1.431 -3.336
H -4.289 -1.386 -4.455
O -4.216 -1.161 -3.583
H 0.673 -2.610 -0.865
O 0.295 -2.405 -0.103
H -0.401 -1.140 6.019
H 0.001 -1.343 4.592
O 0.113 -1.732 5.461
H 4.571 3.734 -1.384
H 5.706 2.600 -1.099
O 5.387 3.339 -1.711
H 1.922 -5.083 2.403
H 0.844 -4.925 3.520
O 1.805 -5.031 3.430
H 0.968 -0.373 -6.322
H 1.510 -1.150 -4.999
O 1.049 -1.136 -5.884
H 0.278 2.298 1.572
H -0.267 0.961 1.231
O -0.092 1.528 2.077
H -2.448 -2.121 -2.802
H -1.860 -2.805 -4.061
O -2.310 -2.981 -3.198
H 2.437 2.028 0.234
O 1.540 2.066 -0.004
H -2.682 -1.547 0.438
H -3.318 -0.164 0.574
O -2.742 -0.695 -0.122
H 0.969 -3.829 -5.290
O 0.336 -3.603 -4.528
H -2.971 -1.378 5.659
H -2.687 -2.165 4.419
O -2.989 -2.289 5.362
H -1.722 3.249 -1.218
H -0.539 2.901 -1.840
O -1.054 3.573 -1.880
H 0.459 2.041 3.847
H 0.442 2.234 5.326
O -0.164 2.388 4.577
H -2.035 3.693 0.672
H -2.046 5.328 0.561
O -2.237 4.523 0.023
H -1.060 -0.720 -2.525
H 0.030 0.472 -2.382
O -0.044 -0.530 -2.663
H 5.752 0.412 -2.725
H 6.286 0.280 -1.322
O 5.386 0.241 -1.833
H -1.658 0.705 -6.344
H -1.637 2.216 -5.829
O -1.733 1.252 -5.600
H -2.025 0.354 3.535
H -1.950 0.869 5.086
O -2.244 0.073 4.516
H 3.555 0.957 2.137
H 2.918 -0.338 2.642
O 3.749 -0.029 2.503
H 2.728 0.599 -0.869
H 2.729 -0.866 -0.460
O 3.227 -0.065 -0.329
H 0.425 4.249 0.037
O 0.699 4.794 0.562
H 0.002 2.560 -3.517
H -0.380 1.150 -3.892
O 0.417 1.778 -3.797
H 1.217 1.253 0.345
H -4.706 -1.737 2.459
H 0.152 -2.640 -4.269
H -4.557 0.551 -3.657
H -0.537 -1.950 -0.158
H -0.049 5.278 1.043
O -0.106 -3.270 3.533
H -0.888 -2.954 3.039
H -0.406 -2.964 4.405
O 1.135 -1.214 1.990
H 1.619 -1.463 2.850
H 1.263 -1.790 1.257
O 2.274 -1.592 -2.948
H 1.438 -1.128 -3.155
H 2.668 -1.014 -2.329
O 2.277 0.199 5.667
H 1.984 0.028 6.520
H 1.858 -0.701 5.330
O 1.858 2.988 2.580
H 1.451 3.816 2.144
H 2.635 3.087 3.022
O 2.944 2.165 -2.852
H 2.163 2.557 -3.268
H 3.623 2.772 -2.417
O -0.606 -4.396 -1.524
H -1.059 -3.892 -2.327
H -0.293 -5.207 -1.880
```

Entry 4:
A cluster of 40 separate species, H80O40 in total, computed with ωB97M-V/def2-TZVPD.

Summary:
E_LUMO, eV: -0.96
Molar mass, g mol⁻¹: 720.60
Energy, Eh: -3057.15650
Kohn-Sham gap, eV: 8.51
Energy above the lowest of the compared OMol25 structures with the same formula, charge and spin, kcal/mol: 377.0
HOMO level, eV: -9.466

```
120
H80O40 (ωB97M-V/def2-TZVPD)
H -2.304 4.196 2.575
H -3.743 3.516 2.177
O -3.014 3.414 2.833
H 1.736 4.071 -3.762
H 2.648 3.447 -5.120
O 2.216 3.504 -4.186
H 2.492 -2.120 -3.768
H 3.728 -1.822 -3.012
O 3.391 -1.967 -3.812
H -4.078 1.400 4.933
H -3.792 0.268 3.814
O -4.459 0.602 4.545
H 3.114 -4.599 -1.763
H 2.631 -6.022 -2.148
O 3.473 -5.472 -2.188
H -5.627 1.656 -2.242
O -5.343 1.258 -1.356
H 1.695 0.661 -3.440
O 1.842 1.070 -2.602
H -0.600 -6.610 -0.315
H -1.336 -5.435 -1.118
O -0.583 -5.936 -0.926
H 4.341 -1.860 3.557
H 3.315 -2.031 2.216
O 3.937 -1.396 2.788
H -3.258 -3.616 1.687
H -3.416 -3.576 3.312
O -3.874 -3.747 2.518
H -0.747 5.970 -1.994
H -1.308 5.807 -0.741
O -0.546 5.377 -1.235
H 1.901 -3.074 0.626
O 2.695 -3.298 1.320
H -1.127 -1.876 4.410
H -2.373 -2.090 3.402
O -1.625 -2.392 3.800
H 5.142 -2.535 -1.648
H 5.706 -2.192 -0.341
O 5.896 -2.451 -1.113
H -0.418 1.874 6.043
H -1.552 0.879 6.592
O -1.404 1.725 6.169
H 0.509 -2.043 -3.415
H 0.230 -1.327 -4.783
O 0.718 -1.408 -3.999
H -3.582 -1.154 -4.015
H -4.119 -0.872 -2.712
O -3.809 -1.636 -3.193
H 1.505 0.851 -6.714
H 0.259 0.081 -6.164
O 1.103 -0.106 -6.542
H -1.501 -3.533 -0.319
O -1.085 -3.167 0.439
H 1.244 -0.319 6.113
H 1.723 -0.292 4.652
O 0.945 -0.625 5.220
H 3.375 5.730 2.107
O 2.444 6.114 2.027
H -2.649 3.062 -3.527
H -2.862 4.460 -2.801
O -2.981 4.003 -3.642
H 1.339 1.297 1.861
H 2.562 2.135 1.536
O 1.881 1.982 2.259
H -1.274 -4.731 2.375
H 0.126 -4.214 2.813
O -0.502 -5.063 2.496
H -1.258 1.489 -5.435
H -1.625 1.536 -4.104
O -1.412 0.888 -4.678
H -0.514 -0.474 -1.390
H 0.572 0.758 -1.525
O -0.091 0.338 -0.986
H -5.372 0.107 1.738
H -5.737 0.874 0.438
O -5.792 1.012 1.448
H 0.842 2.360 3.658
H 0.850 3.275 4.816
O 0.693 2.351 4.683
H -3.507 1.621 2.339
H -2.305 1.105 2.458
O -3.214 0.665 2.181
H 2.756 2.817 -0.784
H 2.529 4.156 -1.593
O 2.308 3.496 -0.965
H -2.968 -3.939 -2.509
H -3.099 -2.885 -1.331
O -2.479 -3.601 -1.722
H 0.660 -0.287 0.277
O 1.167 -1.129 0.505
H 1.807 -1.869 -1.284
H 3.349 -1.791 -0.835
O 2.574 -2.420 -1.066
H -0.710 -3.850 0.934
H -4.428 1.424 -1.664
H 2.370 6.144 0.977
H 2.725 0.909 -2.388
H 2.670 -4.207 1.394
H 1.175 -1.262 1.431
O 4.822 0.111 -3.134
H 5.066 0.719 -3.783
H 4.681 -0.711 -3.699
O 0.320 4.805 3.012
H 0.728 5.658 2.744
H 0.797 4.126 2.515
O -1.593 2.451 -2.271
H -1.170 1.717 -1.879
H -0.905 3.008 -1.950
O -1.530 0.220 3.936
H -1.503 0.766 4.680
H -0.736 -0.228 4.237
O 4.474 -0.186 -0.182
H 3.886 0.578 -0.576
H 5.147 -0.126 -0.803
O 0.408 -3.932 -2.029
H 0.822 -4.460 -1.248
H -0.472 -3.806 -1.586
O -2.338 3.835 0.137
H -2.278 2.866 0.391
H -1.546 4.150 0.504
```